[1]
Entry from the Open Molecules 2025 dataset: a structure of composition C30H27BrF6N3O14S3Sc at a distorted geometry (ωB97M-V/def2-TZVPD).

Values from the calculation:
**Energy**: -7505.936706 a.u.
**Net charge**: -2
**E_HOMO**: -3.63 eV
**Gap between HOMO and LUMO**: 7.38 eV

Last column: Löwdin charge in e.
Positions of all 85 atoms, in Å:
Sc (0.028, 1.620, 0.464)  1.0355
F (-1.755, 5.496, 3.221)  0.1146
C (-1.184, 4.639, 4.078)  -0.6380
F (-1.957, 4.610, 5.183)  0.0986
F (-0.001, 5.159, 4.439)  0.1198
S (-1.004, 2.885, 3.405)  0.6740
O (-0.141, 3.092, 2.260)  -0.3124
O (-0.551, 2.287, 4.621)  -0.2519
N (-2.566, 2.764, 3.043)  -0.2701
S (-2.995, 2.430, 1.578)  0.6566
O (-1.999, 2.015, 0.604)  -0.3441
O (-4.247, 1.736, 1.518)  -0.2600
C (-3.461, 4.103, 0.887)  -0.6518
F (-2.421, 4.904, 0.725)  0.1528
F (-4.356, 4.716, 1.681)  0.1152
F (-4.048, 3.924, -0.310)  0.1181
C (3.330, 0.612, -7.446)  -0.0687
C (3.155, 0.564, -5.949)  -0.2922
C (2.296, 1.454, -5.311)  -0.0384
C (2.073, 1.372, -3.945)  -0.0525
C (2.712, 0.391, -3.204)  -0.2453
C (3.590, -0.484, -3.820)  -0.0578
C (3.807, -0.401, -5.188)  -0.0568
S (2.332, 0.161, -1.449)  0.5932
O (1.357, -0.930, -1.464)  -0.3149
O (3.605, -0.185, -0.849)  -0.2997
N (1.610, 1.455, -0.973)  -0.3008
C (2.387, 2.689, -0.901)  -0.1518
C (1.335, 3.829, -0.925)  -0.6158
O (1.600, 4.895, -1.466)  0.0178
O (0.227, 3.503, -0.361)  -0.0978
H (2.466, 0.158, -7.937)  0.0751
H (4.217, 0.057, -7.752)  0.0650
H (3.414, 1.639, -7.803)  0.0709
H (1.797, 2.221, -5.893)  0.1117
H (1.388, 2.043, -3.443)  0.1194
H (4.098, -1.224, -3.213)  0.1112
H (4.492, -1.091, -5.669)  0.1001
H (3.082, 2.782, -1.740)  0.1110
H (2.964, 2.749, 0.031)  0.1259
O (-0.609, 0.013, -3.553)  0.1247
C (-0.911, -0.078, -2.266)  -0.4834
O (-0.937, 0.890, -1.547)  0.0449
C (-1.401, -1.466, -1.822)  -0.2348
N (-1.247, -2.423, -2.936)  -0.0208
C (-2.571, -2.922, -3.321)  -0.2111
C (-3.512, -1.801, -2.882)  -0.1654
C (-2.907, -1.421, -1.529)  -0.1079
H (-0.818, -1.715, -0.941)  0.1197
H (-0.579, -3.150, -2.728)  0.1230
H (-0.623, -0.928, -3.855)  0.1081
H (-2.840, -3.846, -2.793)  0.1089
H (-2.610, -3.123, -4.395)  0.1029
H (-4.547, -2.135, -2.823)  0.1048
H (-3.446, -0.959, -3.575)  0.1132
H (-3.161, -2.183, -0.789)  0.1110
H (-3.204, -0.450, -1.137)  0.1267
Br (1.810, -5.403, 4.239)  0.6506
C (2.001, -3.596, 3.650)  -0.6918
C (1.631, -3.270, 2.358)  -0.1198
C (1.768, -1.955, 1.938)  -0.0007
C (2.274, -0.991, 2.804)  -0.0955
C (2.647, -1.352, 4.092)  -0.0136
C (2.513, -2.662, 4.530)  -0.1379
C (2.396, 0.470, 2.381)  -0.5450
O (3.309, 1.133, 2.846)  0.0591
O (1.451, 0.889, 1.623)  -0.1052
H (1.234, -4.027, 1.694)  0.0990
H (1.498, -1.675, 0.932)  0.0991
H (3.043, -0.589, 4.750)  0.1179
H (2.798, -2.955, 5.531)  0.0893
O (-0.859, -0.568, 0.916)  -0.0260
C (-1.125, -0.404, 2.124)  -0.5753
O (-1.092, 0.707, 2.689)  -0.1188
C (-1.523, -1.579, 2.975)  -0.1042
C (-2.014, -2.747, 2.407)  -0.0232
C (-2.440, -3.788, 3.219)  -0.0964
C (-2.354, -3.672, 4.599)  -0.1105
C (-1.845, -2.511, 5.167)  -0.0827
C (-1.435, -1.463, 4.359)  0.0018
H (-2.067, -2.817, 1.327)  0.1028
H (-2.849, -4.688, 2.776)  0.0916
H (-2.686, -4.486, 5.233)  0.0898
H (-1.782, -2.415, 6.244)  0.0958
H (-1.058, -0.532, 4.764)  0.1195

---

[2]
Entry from the Open Molecules 2025 dataset: a structure of composition C30H27Cl2CoFN6O13 at a distorted geometry (ωB97M-V/def2-TZVPD).

Values from the calculation:
**Energy**: -4868.611758 a.u.
**Net charge**: +1
**E_HOMO (spin up / spin down)**: -9.35 / -9.35 eV
**Gap between HOMO and LUMO (spin up / spin down)**: 5.75 / 5.67 eV

Last column: Löwdin charge in e.
Positions of all 80 atoms, in Å:
Co (1.204, 2.662, -0.481)  0.6484
C (-1.345, -3.225, 3.467)  -0.0552
C (-2.207, -1.989, 3.251)  -0.1723
N (-1.681, -1.115, 2.192)  -0.0083
C (-0.833, -0.130, 2.530)  0.0641
C (-0.313, 0.776, 1.653)  -0.0091
C (0.739, 1.701, 2.181)  -0.5071
O (0.934, 1.765, 3.371)  0.1179
O (1.493, 2.294, 1.294)  -0.0385
C (-0.738, 0.767, 0.311)  -0.2448
O (-0.461, 1.651, -0.536)  -0.0001
C (-1.531, -0.382, -0.090)  -0.0415
C (-1.808, -0.593, -1.441)  0.0845
C (-2.492, -1.696, -1.838)  -0.1783
F (-2.754, -1.857, -3.152)  0.0746
C (-2.944, -2.661, -0.924)  -0.1247
C (-2.683, -2.443, 0.417)  0.0583
C (-1.983, -1.312, 0.853)  -0.1130
N (-3.589, -3.848, -1.328)  -0.0968
C (-3.541, -4.328, -2.706)  -0.1201
C (-3.903, -5.826, -2.698)  -0.0680
N (-3.592, -6.365, -1.332)  0.0598
C (-4.560, -5.819, -0.312)  -0.0670
C (-4.768, -4.331, -0.631)  -0.1196
H (-1.812, -3.875, 4.209)  0.0843
H (-0.359, -2.944, 3.837)  0.0867
H (-1.206, -3.786, 2.540)  0.0694
H (-2.245, -1.398, 4.162)  0.1296
H (-3.234, -2.250, 3.003)  0.1178
H (-0.540, -0.054, 3.571)  0.1602
H (-1.468, 0.124, -2.177)  0.0820
H (-2.987, -3.194, 1.135)  0.1054
H (-2.535, -4.192, -3.095)  0.1371
H (-4.231, -3.804, -3.371)  0.1369
H (-3.330, -6.374, -3.440)  0.1394
H (-4.961, -5.999, -2.880)  0.1370
H (-2.658, -6.035, -1.081)  0.1852
H (-3.587, -7.383, -1.319)  0.1869
H (-4.121, -5.975, 0.671)  0.1347
H (-5.486, -6.385, -0.381)  0.1376
H (-4.940, -3.775, 0.286)  0.1301
H (-5.660, -4.201, -1.255)  0.1381
O (0.260, 8.257, 1.080)  0.0802
C (1.394, 7.886, 0.466)  -0.2582
C (2.382, 8.852, 0.285)  -0.0081
C (3.580, 8.522, -0.312)  -0.0720
C (3.821, 7.224, -0.761)  -0.0868
C (2.842, 6.271, -0.609)  -0.0244
C (1.622, 6.576, 0.004)  -0.0650
C (0.559, 5.561, 0.162)  -0.4739
O (-0.484, 5.800, 0.752)  0.0890
O (0.767, 4.392, -0.421)  -0.1523
H (-0.308, 7.457, 1.134)  0.0764
H (2.182, 9.852, 0.650)  0.1205
H (4.346, 9.280, -0.426)  0.1067
H (4.765, 6.968, -1.223)  0.1005
H (3.011, 5.264, -0.961)  0.0870
O (6.196, -1.367, 2.820)  0.1044
N (5.297, -1.967, 2.271)  -0.3514
O (5.077, -3.157, 2.378)  0.0858
C (4.397, -1.191, 1.407)  -0.1154
C (4.563, 0.168, 1.300)  0.1152
C (3.729, 0.882, 0.466)  -0.0431
C (2.690, 0.278, -0.295)  -0.2289
O (1.872, 0.925, -1.030)  -0.1098
C (2.580, -1.132, -0.126)  -0.0388
C (3.401, -1.847, 0.709)  0.0948
N (1.517, -1.865, -0.819)  -0.3233
O (1.054, -2.847, -0.256)  0.0639
O (1.146, -1.474, -1.907)  0.0989
N (3.917, 2.318, 0.398)  -0.2689
O (3.251, 2.967, -0.440)  -0.0085
O (4.727, 2.844, 1.094)  0.1920
H (5.335, 0.672, 1.863)  0.1463
H (3.282, -2.916, 0.810)  0.1376
Cl (1.176, 3.089, -2.957)  0.7563
C (0.892, 1.552, -3.815)  -0.8989
Cl (-0.790, 1.397, -4.325)  0.5892
H (1.147, 0.748, -3.136)  0.0030
H (1.521, 1.566, -4.694)  0.0383

---

[3]
Entry from the Open Molecules 2025 dataset: a structure of composition C30H27ClN4O2Pd at a distorted geometry (ωB97M-V/def2-TZVPD).

Values from the calculation:
**Energy**: -2116.889554 a.u.
**Net charge**: -2
**E_HOMO (spin up / spin down)**: 1.75 / 1.75 eV
**Gap between HOMO and LUMO (spin up / spin down)**: 2.35 / 2.35 eV

Last column: natural (NBO) charge in e.
Positions of all 65 atoms, in Å:
Pd (-0.327, 0.340, 0.021)  0.4441
C (4.353, -2.142, 2.046)  -0.6430
C (5.323, -1.041, 2.362)  -0.0361
C (6.399, -1.283, 3.198)  -0.1980
C (7.370, -0.296, 3.451)  -0.2365
C (7.250, 0.938, 2.833)  -0.2325
C (6.180, 1.207, 2.010)  -0.2117
C (5.183, 0.225, 1.778)  0.1572
N (4.145, 0.550, 0.884)  -0.6674
C (2.784, 0.292, 1.032)  0.6295
N (2.334, 0.388, 2.307)  -0.5980
C (1.037, 0.315, 2.855)  0.0419
C (-0.133, 0.276, 2.072)  -0.2738
C (-1.334, 0.094, 2.766)  -0.2378
C (-1.392, -0.061, 4.141)  -0.2631
C (-0.234, 0.072, 4.886)  -0.2975
C (0.982, 0.293, 4.259)  -0.0115
C (2.202, 0.511, 5.118)  -0.6514
N (2.053, 0.093, -0.002)  -0.5358
C (2.585, 0.022, -1.276)  0.1493
C (3.054, -1.189, -1.796)  -0.2401
C (3.493, -1.271, -3.102)  -0.2259
C (3.479, -0.148, -3.914)  -0.2619
C (2.985, 1.051, -3.414)  -0.2064
C (2.542, 1.160, -2.112)  -0.0082
C (1.977, 2.418, -1.528)  -0.6493
H (4.791, -3.110, 2.288)  0.2019
H (4.097, -2.124, 0.987)  0.2386
H (3.421, -2.038, 2.604)  0.2466
H (6.512, -2.263, 3.643)  0.1991
H (8.208, -0.513, 4.098)  0.1984
H (8.007, 1.698, 2.993)  0.1996
H (6.086, 2.164, 1.517)  0.2149
H (4.404, 0.702, -0.086)  0.4200
H (3.079, 0.535, 2.970)  0.3864
H (-2.262, 0.069, 2.199)  0.2080
H (-2.339, -0.262, 4.635)  0.1756
H (-0.268, 0.001, 5.969)  0.1706
H (1.912, 0.515, 6.167)  0.2039
H (2.672, 1.473, 4.904)  0.1952
H (2.950, -0.270, 4.979)  0.1903
H (3.022, -2.070, -1.168)  0.2060
H (3.838, -2.220, -3.495)  0.1921
H (3.829, -0.212, -4.936)  0.1885
H (2.951, 1.919, -4.062)  0.1896
H (1.841, 3.191, -2.282)  0.1931
H (2.621, 2.802, -0.730)  0.1945
H (0.998, 2.174, -1.077)  0.2849
Cl (-2.604, -3.699, -6.011)  -0.1103
C (-1.854, -2.596, -4.859)  -0.1401
C (-1.086, -1.539, -5.335)  -0.2495
C (-0.547, -0.655, -4.431)  -0.2536
C (-0.680, -0.800, -3.019)  0.4180
O (-0.221, 0.090, -2.260)  -0.7222
C (-1.403, -1.982, -2.574)  -0.2762
C (-1.497, -2.292, -1.175)  0.3557
O (-0.690, -1.981, -0.292)  -0.5679
C (-2.029, -2.809, -3.512)  -0.1830
H (-0.932, -1.409, -6.398)  0.1971
H (0.036, 0.187, -4.780)  0.1975
H (-2.389, -2.908, -0.889)  0.0767
H (-2.621, -3.648, -3.161)  0.1997
N (-1.693, 2.701, 0.041)  -0.8873
C (-2.018, 1.517, -0.010)  -0.0312
H (-2.273, 3.528, 0.006)  0.3428